[1]
Below is a cluster of 3 separate species, C24H50FN9O3P4S in total in a non-equilibrium geometry, with properties calculated with ωB97M-V/def2-TZVPD.

The geometry in ORCA input format:
```
! wB97M-V def2-TZVPD RIJCOSX def2/J DEFGRID3
* xyz 0 1
N 1.69034 -4.01978 1.82911
P 0.32351 -3.24532 1.60503
C 0.46889 -2.13344 0.16002
C 1.47698 -1.20772 0.14484
C 1.58764 -0.34127 -0.96991
C 0.69594 -0.39077 -2.00451
C 0.86037 0.60550 -3.14007
C 0.54440 1.97539 -2.49892
F 0.10239 2.91331 -3.41679
C -0.36119 -1.34887 -2.00705
N -1.20777 -1.36575 -3.06833
C -2.15746 -2.24787 -2.94721
P -3.38135 -2.24696 -4.35730
S -3.59256 -0.42533 -5.02403
C -2.31453 -3.13129 -1.83843
C -3.44634 -4.12697 -1.72159
C -4.42205 -3.59194 -0.68813
O -5.35643 -2.89534 -0.95948
N -1.46997 -3.12931 -0.83834
C -0.46522 -2.21666 -0.90812
H 2.33356 -3.73492 1.09815
H -0.73226 -4.15609 1.43941
H 0.02807 -2.48309 2.75360
H 2.15477 -1.16534 0.98766
H 2.40607 0.36853 -0.96824
H 0.18693 0.38741 -3.96252
H 1.90655 0.56453 -3.44262
H -0.27187 1.79944 -1.79480
H 1.39729 2.38766 -1.95947
H -4.60111 -2.75919 -3.89085
H -2.84410 -3.02471 -5.40054
H -3.04245 -5.06111 -1.32754
H -3.91490 -4.36872 -2.66943
H -4.24881 -3.84043 0.37462
C -2.41002 -3.45326 7.33109
N -3.26194 -2.58629 6.53233
C -2.83049 -1.20087 6.66768
P -3.61430 -2.98336 4.88839
O -2.22621 -2.90589 4.29306
N -3.91524 -4.64533 4.60540
C -4.18636 -5.62553 5.63008
C -3.21071 -5.25544 3.48495
N -5.35925 -2.73421 5.12750
C -5.96054 -1.95448 4.03114
C -5.96547 -2.34072 6.39188
H -2.30306 -3.03523 8.33447
H -1.40872 -3.58517 6.90329
H -2.86383 -4.43190 7.47351
H -3.50601 -0.53437 6.11858
H -1.81740 -1.04477 6.27859
H -2.85777 -0.89548 7.71562
H -3.26162 -6.01505 6.07431
H -4.73290 -6.47471 5.20931
H -4.81652 -5.22618 6.42564
H -2.18453 -5.54367 3.74987
H -3.15968 -4.57206 2.63946
H -3.74443 -6.14817 3.14988
H -5.68232 -0.89653 4.08206
H -7.04823 -2.02964 4.04938
H -5.62506 -2.34608 3.06517
H -5.73968 -1.30837 6.68190
H -5.66899 -3.00228 7.19959
H -7.05104 -2.43250 6.29291
C 6.40988 3.50334 -4.58802
N 5.06618 4.03023 -4.41931
C 4.09718 2.96305 -4.60948
P 4.65726 5.01374 -3.04721
O 4.92283 3.94261 -2.00471
N 5.85852 6.13475 -2.57971
C 6.99213 6.51860 -3.38551
C 6.19662 6.17452 -1.16219
N 3.96374 6.23360 -4.15188
C 2.64990 6.71246 -3.68599
C 3.94473 6.11937 -5.60381
H 6.45702 2.90947 -5.50401
H 6.73329 2.87261 -3.75054
H 7.13454 4.30383 -4.72613
H 3.07212 3.34997 -4.54792
H 4.20137 2.17586 -3.85105
H 4.20831 2.51653 -5.60037
H 7.82006 5.80481 -3.28645
H 7.36401 7.49987 -3.07610
H 6.73484 6.61308 -4.44103
H 6.90479 5.38231 -0.88657
H 5.30794 6.05970 -0.54658
H 6.64234 7.13989 -0.91180
H 1.86668 5.96151 -3.83253
H 2.35924 7.62542 -4.20727
H 2.69624 6.94945 -2.61793
H 3.26140 5.34646 -5.97190
H 4.93562 5.92727 -6.00241
H 3.62024 7.07968 -6.01682
*
```

Results
E_tot: -95955.41965 eV
SMILES: N=[PH2]c1ccc(CCF)c2nc([PH2]=S)c(CC=O)nc12.CN(C)P(=O)(N(C)C)N(C)C.CN(C)P(=O)(N(C)C)N(C)C
frontier orbital gap: 6.973 eV
lowest unoccupied orbital energy: -0.043 hartree

Atomic partial charges in e from the Löwdin method, atoms 1 to 2: atom 1 (N): -0.332, atom 2 (P): 0.741

[2]
Below is a structure of composition C24H51F10N9O20S10 in a non-equilibrium geometry, with properties calculated with ωB97M-V/def2-TZVPD.

The geometry in ORCA input format:
```
! wB97M-V def2-TZVPD RIJCOSX def2/J DEFGRID3
* xyz -2 1
C 2.42583 -0.57848 -3.67064
C 1.15778 -1.29056 -3.08701
C -0.09796 -1.08973 -3.93373
C -1.46997 -1.64793 -3.32152
N -2.75272 -0.77970 -3.58941
C -2.77861 0.46229 -2.68225
C -3.83726 0.18038 -1.65704
C -4.89026 -0.69222 -2.39230
C -4.03490 -1.59281 -3.23267
C -2.88925 -0.32888 -5.05658
H 2.44200 0.50372 -3.54149
H 2.65034 -0.94471 -4.67242
H 3.34181 -0.85888 -3.15057
H 0.91401 -0.89267 -2.10194
H 1.31084 -2.34790 -2.87088
H -0.00090 -1.61655 -4.88301
H -0.14904 -0.04627 -4.24468
H -1.41236 -1.61600 -2.23351
H -1.63860 -2.64895 -3.71854
H -3.05142 1.30943 -3.31155
H -1.78382 0.64190 -2.27452
H -4.28525 1.11257 -1.31292
H -3.37670 -0.46636 -0.91024
H -5.46275 -0.09410 -3.10124
H -5.66001 -1.24985 -1.85879
H -4.51488 -2.07851 -4.08226
H -3.61760 -2.41904 -2.65709
H -2.96154 -1.27751 -5.58852
H -1.95001 0.12044 -5.37910
H -3.73810 0.31148 -5.29633
C 4.72351 1.60342 -1.03120
C 3.78017 0.64456 -1.68416
C 2.40214 0.33705 -0.94163
C 1.43508 1.50573 -0.85509
N 0.29109 1.29931 0.12269
C -0.62081 2.60592 0.37840
C -0.58126 3.02869 1.85761
C -0.09847 1.73768 2.54662
C 0.89026 1.11876 1.56477
C -0.56912 0.06645 -0.34030
H 5.72797 1.65745 -1.45100
H 4.84831 1.46152 0.04230
H 4.21679 2.56729 -1.07895
H 4.21483 -0.35447 -1.71773
H 3.51992 0.90210 -2.71082
H 2.58487 -0.20421 -0.01333
H 1.85774 -0.36614 -1.57191
H 0.94195 1.83808 -1.76858
H 1.99123 2.36163 -0.47268
H -1.62122 2.22879 0.16614
H -0.34291 3.36088 -0.35707
H -1.55365 3.41424 2.16406
H 0.22638 3.73278 2.05780
H -1.00418 1.14192 2.65997
H 0.32005 1.95042 3.53033
H 1.22933 0.09125 1.69649
H 1.82732 1.67545 1.57470
H -0.98764 0.34062 -1.30868
H -1.26808 0.05734 0.49605
H 0.10381 -0.79073 -0.36280
C -2.54560 -2.78753 2.71755
C -1.67161 -1.51523 2.76620
N -0.33736 -1.78198 2.20688
C -0.04041 -2.10910 0.91145
C 1.39185 -2.24513 0.75273
N 1.85581 -2.17405 2.06443
C 0.79163 -1.91767 2.92733
C 3.23327 -2.16482 2.45463
H -3.52998 -2.53664 3.11271
H -2.16849 -3.58297 3.36032
H -2.65636 -3.16690 1.70172
H -1.46054 -1.28854 3.81127
H -2.02796 -0.58851 2.31641
H -0.85716 -2.11073 0.20482
H 2.00549 -2.42169 -0.11829
H 0.80890 -1.78580 3.99911
H 3.79701 -1.72406 1.63243
H 3.53347 -3.20961 2.53458
H 3.31804 -1.66578 3.41997
N 4.46268 -0.70898 3.28485
S 4.25839 0.54884 2.50472
O 5.29579 0.93402 1.56135
O 3.38717 1.61383 3.06055
F 3.26024 -0.07213 1.40729
S 5.58357 -0.16487 4.46076
O 5.38756 1.12659 5.07860
O 6.91678 -0.53369 4.08245
F 5.26692 -1.21346 5.61489
N -0.63238 2.10813 -2.06219
S -0.27806 2.56917 -3.47472
O 0.43415 3.84116 -3.59468
O -1.14478 2.15420 -4.58722
F 0.88116 1.46697 -3.57078
S -2.00118 3.10419 -1.85211
O -3.10461 3.21783 -2.84956
O -1.64965 4.28400 -1.08991
F -2.77599 2.25930 -0.74065
N 3.12391 -3.37735 0.12193
S 2.51697 -4.27354 -0.86467
O 3.35009 -5.17541 -1.66644
O 1.29914 -3.74131 -1.44245
F 1.90665 -5.32743 0.23400
S 3.65049 -2.30161 -1.05180
O 2.72107 -1.34973 -1.55183
O 4.80373 -2.65898 -1.85596
F 4.35614 -1.38479 0.11207
N -4.30801 1.41145 2.21567
S -3.54414 1.62659 0.92613
O -4.43861 1.86486 -0.22944
O -2.29688 0.90802 0.68853
F -2.97649 3.14216 1.21909
S -4.45430 -0.24309 2.10295
O -3.51625 -1.01087 2.93583
O -5.07024 -0.81967 0.92111
F -5.69314 -0.35337 3.10482
N -2.22240 1.78975 5.35826
S -1.78292 0.90337 4.18852
O -0.39348 0.49850 4.27999
O -2.19598 1.24013 2.83128
F -2.68338 -0.46753 4.44712
S -1.46704 3.13091 4.80238
O -2.12011 3.97785 3.79141
O -0.00963 3.15504 4.84510
F -1.91759 3.97942 6.14677
*
```

Results
E_tot: -215556.56815 eV
frontier orbital gap: 6.937 eV
lowest unoccupied orbital energy: 0.120 hartree

Atomic partial charges in e from the Löwdin method, atoms 1 to 2: atom 1 (C): -0.051, atom 2 (C): -0.199